Entry 1:
The following is a quantum chemistry calculation of the molecule C18H32N2O6, from OMol25.

E_LUMO (Ha): 0.0182
Maximum force (eV/Å): 0.3
Structure (SMILES): CCOC(=O)CNC(=O)[C@@H]1CCCN(C(=O)[C@@H](O)[C@@H](OC)C(C)C)CC1
ΔE to the lowest compared entry with this formula, charge and spin (kcal/mol): 3.7
Highest occupied orbital energy (eV): -9.10

```
! wB97M-V def2-TZVPD RIJCOSX def2/J DEFGRID3
* xyz 0 1
C -5.5659 7.0740 4.3886
C -4.9987 7.9573 3.3062
O -3.7852 7.3327 2.8274
C -3.1509 7.9906 1.8431
O -3.5329 9.0281 1.3760
C -1.8826 7.2968 1.4021
N -1.7281 5.9629 1.9292
C -1.1159 4.9856 1.2092
O -0.6425 5.2089 0.1051
C -1.0779 3.6196 1.8705
C 0.3596 3.1853 2.2210
C 1.4582 3.2965 1.1598
C 1.1253 2.7073 -0.2188
N 0.0918 1.6769 -0.1979
C 0.2719 0.4027 0.2618
O -0.6636 -0.3342 0.5106
C 1.7150 -0.1022 0.3098
O 1.7887 -1.1704 1.2214
C 2.1837 -0.5221 -1.1010
O 3.4303 -1.1985 -0.9659
C 4.5376 -0.3332 -0.8190
C 1.2273 -1.4188 -1.8921
C 0.9549 -2.7686 -1.2325
C 1.7674 -1.6028 -3.3101
C -1.2864 2.1566 -0.2865
C -1.8639 2.5729 1.0621
H -6.4857 7.5150 4.7729
H -5.7970 6.0821 4.0012
H -4.8643 6.9708 5.2161
H -5.6801 8.0702 2.4635
H -4.7509 8.9541 3.6700
H -1.8795 7.2462 0.3139
H -1.0544 7.9539 1.6861
H -2.1362 5.7492 2.8221
H -1.6018 3.6998 2.8276
H 0.6891 3.7742 3.0816
H 0.2965 2.1506 2.5706
H 1.7399 4.3411 1.0166
H 2.3368 2.7929 1.5741
H 0.7270 3.5019 -0.8453
H 2.0284 2.3359 -0.7010
H 2.3649 0.7103 0.6525
H 2.5923 -1.6579 0.9981
H 2.3360 0.3929 -1.6895
H 5.4294 -0.9558 -0.7903
H 4.6088 0.3569 -1.6663
H 4.4892 0.2513 0.1062
H 0.2810 -0.8731 -1.9528
H 1.8873 -3.3129 -1.0700
H 0.4432 -2.6497 -0.2799
H 0.3287 -3.3729 -1.8917
H 2.7156 -2.1421 -3.2924
H 1.0635 -2.1776 -3.9134
H 1.9302 -0.6430 -3.8061
H -1.2918 2.9947 -0.9828
H -1.8990 1.3534 -0.6914
H -1.9417 1.6758 1.6804
H -2.8822 2.9402 0.8995
*
```

The molecule's natural (NBO) atomic charges, reported in e, are given here:
1. C -0.63
2. C -0.07
3. O -0.53
4. C 0.79
5. O -0.58
6. C -0.33
7. N -0.61
8. C 0.69
9. O -0.66
10. C -0.29
11. C -0.39
12. C -0.42
13. C -0.23
14. N -0.46
15. C 0.67
16. O -0.62
17. C -0.02
18. O -0.70
19. C 0.11
20. O -0.56
21. C -0.25
22. C -0.23
23. C -0.62
24. C -0.61
25. C -0.22
26. C -0.39
27. H 0.22
28. H 0.22
29. H 0.21
30. H 0.19
31. H 0.19
32. H 0.26
33. H 0.22
34. H 0.41
35. H 0.21
36. H 0.21
37. H 0.21
38. H 0.22
39. H 0.20
40. H 0.24
41. H 0.20
42. H 0.17
43. H 0.48
44. H 0.17
45. H 0.20
46. H 0.17
47. H 0.16
48. H 0.21
49. H 0.20
50. H 0.24
51. H 0.20
52. H 0.21
53. H 0.21
54. H 0.20
55. H 0.21
56. H 0.23
57. H 0.23
58. H 0.21

=====

Entry 2:
The following is a quantum chemistry calculation of the molecule C5H10O, from OMol25.

E_LUMO (Ha): 0.0404
Maximum force (eV/Å): 0.4
Structure (SMILES): C[C@@H]1OC[C@@H]1C
ΔE to the lowest compared entry with this formula, charge and spin (kcal/mol): 25.0
Highest occupied orbital energy (eV): -9.53

```
! wB97M-V def2-TZVPD RIJCOSX def2/J DEFGRID3
* xyz 0 1
C 0.3348 -1.3345 0.9458
C 0.0914 0.1634 0.9192
C 1.2007 1.0646 0.3581
O 0.2725 1.7680 -0.4772
C -0.7650 0.8055 -0.1981
C -1.0789 -0.0360 -1.4194
H -0.5875 -1.8893 1.1533
H 1.0607 -1.5869 1.7280
H 0.7377 -1.6939 -0.0081
H -0.2434 0.5119 1.9033
H 1.9471 0.5138 -0.2360
H 1.7230 1.7281 1.0578
H -1.6721 1.3122 0.1585
H -1.5009 0.5984 -2.2057
H -1.8031 -0.8240 -1.1811
H -0.1700 -0.5024 -1.8149
*
```

The molecule's natural (NBO) atomic charges, reported in e, are given here:
1. C -0.62
2. C -0.26
3. C -0.06
4. O -0.54
5. C 0.11
6. C -0.64
7. H 0.21
8. H 0.22
9. H 0.21
10. H 0.21
11. H 0.16
12. H 0.18
13. H 0.17
14. H 0.22
15. H 0.21
16. H 0.21

=====

Entry 3:
The following is a quantum chemistry calculation of the molecule C4H6N2, from OMol25.

E_LUMO (Ha): 0.0348
Maximum force (eV/Å): 3.7
ΔE to the lowest compared entry with this formula, charge and spin (kcal/mol): 115.9
Highest occupied orbital energy (eV): -8.13

```
! wB97M-V def2-TZVPD RIJCOSX def2/J DEFGRID3
* xyz 0 1
C -1.1663 -1.1692 -0.3093
C -0.3203 -0.1620 -0.0719
C -2.5009 1.2882 0.2011
C 1.1923 -0.2362 0.0027
N -2.5135 -1.0041 -0.0639
N -2.8060 0.1909 -0.0555
H -0.9083 -2.1918 -0.6331
H -2.2618 2.2798 -0.1087
H -0.6627 0.8930 0.0294
H 1.8411 0.0658 -0.9279
H 1.4719 -1.3209 0.3185
H 1.4872 0.3194 0.8271
*
```

The molecule's natural (NBO) atomic charges, reported in e, are given here:
1. C -0.05
2. C -0.26
3. C 0.01
4. C -0.63
5. N -0.32
6. N -0.02
7. H 0.22
8. H 0.24
9. H 0.19
10. H 0.22
11. H 0.21
12. H 0.21

=====

Entry 4:
The following is a quantum chemistry calculation of a cluster of 3 separate species, C23H42N2O9S in total, from OMol25.

E_LUMO (Ha): 0.0193
Maximum force (eV/Å): 0.6
Structure (SMILES): CN(C)C(=O)C[C@H](OC(=O)S)c1cccnc1.COCCOCCOC.COCCOCCOC
Highest occupied orbital energy (eV): -8.92

```
! wB97M-V def2-TZVPD RIJCOSX def2/J DEFGRID3
* xyz 0 1
C 5.7466 1.1944 0.0138
N 5.3089 0.0555 -0.8111
C 5.6141 -1.2284 -0.1863
C 3.9525 0.2069 -1.1893
O 3.6447 0.8872 -2.1352
C 2.8710 -0.4998 -0.3805
C 1.5779 0.3128 -0.3857
O 1.7928 1.7084 -0.0687
C 2.0267 2.0133 1.2145
O 2.5655 1.3015 2.0071
S 1.5033 3.7057 1.5913
C 0.4684 -0.2692 0.4640
C 0.4315 -1.6038 0.8475
C -0.6509 -2.0616 1.5851
C -1.6631 -1.1685 1.9130
N -1.6434 0.1160 1.5640
C -0.6038 0.5385 0.8533
H 6.0435 2.0260 -0.6248
H 6.6216 0.8894 0.5867
H 4.9780 1.5285 0.7174
H 5.2638 -1.3152 0.8508
H 5.1636 -2.0383 -0.7613
H 6.6932 -1.3733 -0.1955
H 2.6821 -1.4500 -0.8901
H 3.1864 -0.7151 0.6385
H 1.2244 0.3368 -1.4175
H 0.5235 3.3095 2.4112
H 1.2276 -2.2898 0.5864
H -0.7195 -3.0976 1.8899
H -2.5208 -1.5111 2.4825
H -0.6099 1.5844 0.5639
C -0.4418 2.3576 -4.8223
O 0.8325 2.7718 -5.2474
C 1.8776 2.0815 -4.5769
C 3.1442 2.0785 -5.3973
O 3.1448 1.1357 -6.4605
C 2.3869 1.4523 -7.6136
C 3.0299 2.4805 -8.5160
O 2.8596 3.7890 -8.0023
C 3.8355 4.6874 -8.4726
H -0.5975 2.5629 -3.7554
H -1.1789 2.9164 -5.3962
H -0.5920 1.2855 -5.0011
H 1.5825 1.0449 -4.3727
H 2.0778 2.5795 -3.6200
H 3.9512 1.7606 -4.7357
H 3.3712 3.0846 -5.7570
H 1.3688 1.7533 -7.3555
H 2.3314 0.5182 -8.1775
H 2.5616 2.4218 -9.5091
H 4.0968 2.2479 -8.6201
H 4.8442 4.3556 -8.1994
H 3.6441 5.6515 -8.0057
H 3.7838 4.8046 -9.5619
C -5.7878 0.3706 6.9140
O -6.0664 -0.8986 6.3705
C -5.9725 -0.9183 4.9579
C -5.6990 -2.3152 4.4511
O -4.3487 -2.7301 4.5899
C -3.8993 -3.0757 5.8904
C -4.3987 -4.4138 6.3842
O -5.7387 -4.3241 6.8307
C -6.4038 -5.5651 6.8034
H -6.5071 1.1229 6.5690
H -5.8614 0.2861 7.9963
H -4.7763 0.7015 6.6509
H -5.1712 -0.2500 4.6191
H -6.9221 -0.5684 4.5292
H -5.8796 -2.3102 3.3739
H -6.3853 -3.0328 4.9054
H -4.1255 -2.2893 6.6134
H -2.8131 -3.1475 5.7999
H -3.7625 -4.7407 7.2189
H -4.3151 -5.1495 5.5746
H -6.4222 -5.9826 5.7897
H -7.4268 -5.3943 7.1322
H -5.9314 -6.2899 7.4770
*
```

The molecule's Löwdin atomic charges, reported in e, are given here:
1. C -0.04
2. N -0.16
3. C -0.09
4. C -0.43
5. O 0.13
6. C -0.06
7. C -0.23
8. O -0.05
9. C -0.86
10. O 0.08
11. S 0.84
12. C -0.14
13. C -0.01
14. C -0.05
15. C -0.14
16. N 0.08
17. C -0.09
18. H 0.09
19. H 0.09
20. H 0.08
21. H 0.09
22. H 0.09
23. H 0.09
24. H 0.14
25. H 0.11
26. H 0.16
27. H -0.12
28. H 0.11
29. H 0.10
30. H 0.10
31. H 0.12
32. C -0.12
33. O -0.19
34. C -0.21
35. C -0.18
36. O -0.12
37. C -0.19
38. C -0.21
39. O -0.20
40. C -0.12
41. H 0.09
42. H 0.09
43. H 0.09
44. H 0.12
45. H 0.12
46. H 0.12
47. H 0.12
48. H 0.12
49. H 0.13
50. H 0.13
51. H 0.13
52. H 0.09
53. H 0.09
54. H 0.09
55. C -0.11
56. O -0.20
57. C -0.21
58. C -0.18
59. O -0.14
60. C -0.18
61. C -0.21
62. O -0.20
63. C -0.11
64. H 0.09
65. H 0.09
66. H 0.09
67. H 0.13
68. H 0.13
69. H 0.13
70. H 0.12
71. H 0.12
72. H 0.13
73. H 0.13
74. H 0.13
75. H 0.09
76. H 0.09
77. H 0.09

=====

Entry 5:
The following is a quantum chemistry calculation of the ion C4H7N2 with charge +1, from OMol25.

E_LUMO (alpha / beta) (Ha): -0.1427 / -0.2801
Maximum force (eV/Å): 5.1
ΔE to the lowest compared entry with this formula, charge and spin (kcal/mol): 14.5
Highest occupied orbital energy (alpha / beta) (eV): -12.03 / -16.63

```
! wB97M-V def2-TZVPD RIJCOSX def2/J DEFGRID3
* xyz 1 3
C 1.9129 0.6676 -0.2162
C 0.5087 -1.0795 0.0908
C -0.3130 0.0853 0.3761
C -1.6804 0.2299 -0.3431
N 0.7490 1.1562 0.0098
N 1.7528 -0.7005 -0.0700
H 0.1444 -2.0208 0.0859
H -0.4591 -0.0149 1.5599
H -1.5008 0.1331 -1.4528
H -1.9404 1.2253 -0.0989
H -2.2864 -0.4999 0.0020
H 0.5825 2.1654 0.1910
H 2.5298 -1.3473 -0.1345
*
```

The molecule's natural (NBO) atomic charges, reported in e, are given here:
1. C 0.67
2. C 0.04
3. C -0.06
4. C -0.59
5. N -0.62
6. N -0.54
7. H 0.24
8. H 0.24
9. H 0.23
10. H 0.23
11. H 0.24
12. H 0.46
13. H 0.46

=====

Entry 6:
The following is a quantum chemistry calculation of a cluster of 2 separate species, C7H9F2N4O in total, from OMol25.

E_LUMO (alpha / beta) (Ha): -0.2161 / -0.1993
Maximum force (eV/Å): 6.2
ΔE to the lowest compared entry with this formula, charge and spin (kcal/mol): 85.0
Highest occupied orbital energy (alpha / beta) (eV): -9.34 / -12.58

```
! wB97M-V def2-TZVPD RIJCOSX def2/J DEFGRID3
* xyz 1 1
C 3.5516 0.2732 -2.0225
C 2.4602 -0.5324 -1.8836
C 2.3305 2.2513 -1.8680
C 1.1284 1.4867 -1.8155
C 0.1348 -0.6113 -2.1190
C -2.7550 -0.4323 3.8958
C -1.6959 -0.2599 1.7513
N 3.5104 1.6326 -2.2019
N -0.2999 -1.6820 -1.6717
N 1.1819 0.1066 -1.8683
N -0.0665 2.0529 -1.5011
O -1.6006 -0.4248 3.0355
F -2.8715 -0.0532 1.0158
F -0.7230 -0.6014 0.8891
H 4.5688 -0.2014 -2.1835
H 2.3243 -1.5888 -1.8119
H 2.1425 3.3234 -2.1055
H -2.5347 -1.3355 4.5079
H -3.7470 -0.3106 3.4513
H -2.5760 0.4374 4.6036
H -1.0362 -2.2314 -2.0465
H -0.2201 2.9754 -1.7537
H -0.9284 1.4066 -1.6990
*
```

The molecule's natural (NBO) atomic charges, reported in e, are given here:
1. C -0.04
2. C 0.04
3. C -0.01
4. C 0.43
5. C 0.44
6. C -0.27
7. C 0.84
8. N -0.26
9. N -0.52
10. N -0.39
11. N -0.71
12. O -0.50
13. F -0.36
14. F -0.34
15. H 0.26
16. H 0.26
17. H 0.24
18. H 0.22
19. H 0.22
20. H 0.20
21. H 0.42
22. H 0.42
23. H 0.43

=====

Entry 7:
The following is a quantum chemistry calculation of the molecule C5H6Br2FN, from OMol25.

E_LUMO (alpha / beta) (Ha): -0.0528 / -0.0531
Maximum force (eV/Å): 3.5
ΔE to the lowest compared entry with this formula, charge and spin (kcal/mol): 72.5
Highest occupied orbital energy (alpha / beta) (eV): -8.65 / -8.65

```
! wB97M-V def2-TZVPD RIJCOSX def2/J DEFGRID3
* xyz 0 1
C -3.1865 -1.8208 0.7074
C -2.4368 1.0307 0.8739
C -1.8632 -1.1802 0.8779
C 0.7411 0.8303 0.1964
C -0.4496 0.3209 -0.4633
N -1.6182 0.1583 0.4202
F -1.4381 -1.2819 2.1911
Br -4.3760 -1.0991 -0.4234
Br -2.3441 2.7518 0.0489
H -1.0866 -1.7491 0.4044
H 0.4509 1.5340 0.9802
H 1.3009 -0.1618 0.5622
H 1.3679 1.3954 -0.5693
H -0.7304 1.1281 -1.1127
H -0.2157 -0.4997 -1.0575
*
```

The molecule's natural (NBO) atomic charges, reported in e, are given here:
1. C -0.07
2. C 0.04
3. C 0.17
4. C -0.61
5. C -0.26
6. N -0.47
7. F -0.33
8. Br 0.24
9. Br -0.02
10. H 0.22
11. H 0.23
12. H 0.21
13. H 0.23
14. H 0.22
15. H 0.21

=====

Entry 8:
The following is a quantum chemistry calculation of the molecule C20H24N2O4, from OMol25.

E_LUMO (Ha): 0.0242
Maximum force (eV/Å): 0.6
Structure (SMILES): CC(C)(C)c1ccc(OCC(=O)OCCNC(=O)c2cccnc2)cc1
ΔE to the lowest compared entry with this formula, charge and spin (kcal/mol): 29.3
Highest occupied orbital energy (eV): -8.30

```
! wB97M-V def2-TZVPD RIJCOSX def2/J DEFGRID3
* xyz 0 1
C 1.1878 1.7424 -4.1425
H 1.0773 2.4724 -3.3459
H 0.8081 2.1831 -5.0622
H 2.2480 1.5348 -4.2710
C 0.4297 0.4461 -3.8240
C 1.0103 -0.1761 -2.5634
C 1.0396 0.5595 -1.3844
C 1.5549 0.0494 -0.2043
C 2.0676 -1.2397 -0.1795
C 2.0379 -1.9944 -1.3488
C 1.5172 -1.4707 -2.5151
H 1.5172 -2.0955 -3.3931
H 2.4327 -2.9979 -1.3220
O 2.6421 -1.8524 0.9052
C 2.7493 -1.1586 2.1127
C 1.4715 -1.1770 2.9447
O 0.4088 -1.6150 2.6036
O 1.7366 -0.6654 4.1531
C 0.6805 -0.6066 5.1089
H 1.1772 -0.6381 6.0803
H 0.0335 -1.4828 4.9864
C -0.1413 0.6835 4.9738
N -1.1603 0.5967 3.9577
C -0.9258 0.9579 2.6686
O 0.0968 1.5053 2.3105
C -2.0703 0.6583 1.7623
C -1.8629 0.0314 0.5382
C -2.9575 -0.2267 -0.2695
C -4.2136 0.1563 0.1760
N -4.4182 0.7654 1.3325
C -3.3758 1.0089 2.1031
H -3.5910 1.5251 3.0310
H -5.1013 -0.0289 -0.4145
H -2.8358 -0.7189 -1.2211
H -0.8666 -0.2583 0.2426
H -1.9489 -0.0028 4.1449
H -0.6145 0.9117 5.9318
H 0.5290 1.4998 4.6913
H 3.0598 -0.1150 1.9739
H 3.5253 -1.6727 2.6893
H 1.5169 0.6654 0.6804
H 0.6440 1.5637 -1.3597
C 0.5377 -0.4774 -5.0405
H 1.5759 -0.7211 -5.2537
H -0.0198 -1.3981 -4.8857
H 0.1224 0.0227 -5.9134
C -1.0550 0.7577 -3.5881
H -1.1907 1.4184 -2.7362
H -1.4831 1.2370 -4.4662
H -1.6031 -0.1627 -3.3978
*
```

The molecule's natural (NBO) atomic charges, reported in e, are given here:
1. C -0.59
2. H 0.21
3. H 0.20
4. H 0.21
5. C -0.08
6. C -0.05
7. C -0.15
8. C -0.36
9. C 0.37
10. C -0.27
11. C -0.20
12. H 0.21
13. H 0.22
14. O -0.50
15. C -0.17
16. C 0.79
17. O -0.60
18. O -0.51
19. C -0.09
20. H 0.20
21. H 0.20
22. C -0.26
23. N -0.61
24. C 0.69
25. O -0.64
26. C -0.21
27. C -0.07
28. C -0.27
29. C 0.04
30. N -0.42
31. C 0.05
32. H 0.19
33. H 0.19
34. H 0.22
35. H 0.23
36. H 0.40
37. H 0.21
38. H 0.24
39. H 0.21
40. H 0.22
41. H 0.25
42. H 0.21
43. C -0.60
44. H 0.21
45. H 0.21
46. H 0.21
47. C -0.59
48. H 0.21
49. H 0.21
50. H 0.20